# 1
Below is a molecular structure, C39H50CrIN5O2 at a distorted geometry, with properties calculated with wB97M-V/def2-TZVPD.

```
98
Properties=species:S:1:pos:R:3:lowdin_charge:R:1
Cr 0.08 -0.11 -1.03 0.816
C -5.67 2.30 -0.38 -0.100
C -5.18 1.63 -1.67 -0.203
C -4.04 0.68 -1.44 -0.149
C -4.08 -0.70 -1.31 -0.154
C -5.28 -1.60 -1.39 -0.207
C -5.84 -1.99 -0.02 -0.103
C -2.76 -1.12 -1.01 -0.239
C -2.37 -2.44 -0.71 0.005
C -1.14 -2.82 -0.25 -0.277
C -0.77 -4.21 0.02 -0.127
C -1.69 -5.39 -0.16 -0.188
C -1.09 -6.60 -0.87 -0.107
C 0.52 -4.19 0.42 -0.133
C 0.94 -2.79 0.45 -0.234
C 2.13 -2.39 0.99 0.020
C 2.51 -1.05 1.27 -0.268
N 1.87 0.02 0.75 0.063
C 2.45 1.11 1.32 -0.270
C 2.05 2.44 1.03 0.022
C 0.89 2.81 0.40 -0.241
N -0.10 1.98 -0.04 0.076
C -1.06 2.80 -0.58 -0.250
C -2.24 2.40 -1.13 0.029
C -2.69 1.07 -1.22 -0.224
N -1.92 -0.04 -1.00 0.036
C -0.65 4.21 -0.49 -0.133
C 0.55 4.22 0.12 -0.138
C 1.45 5.39 0.36 -0.208
C 2.50 5.53 -0.74 -0.091
C -1.42 5.37 -1.03 -0.196
C -2.57 5.80 -0.10 -0.099
C 3.50 0.73 2.20 -0.167
C 3.55 -0.65 2.16 -0.169
C 4.42 -1.56 2.97 -0.218
C 3.77 -1.99 4.29 -0.106
C 4.37 1.66 2.99 -0.217
C 5.53 2.25 2.18 -0.109
N -0.09 -1.98 0.01 0.028
C 1.38 -5.34 0.86 -0.202
C 0.93 -5.93 2.20 -0.093
H -6.44 3.05 -0.58 0.058
H -4.83 2.79 0.13 0.059
H -6.08 1.56 0.31 0.060
H -4.89 2.40 -2.39 0.102
H -6.02 1.09 -2.12 0.092
H -5.01 -2.51 -1.94 0.101
H -6.06 -1.11 -1.97 0.092
H -5.08 -2.50 0.57 0.065
H -6.72 -2.64 -0.11 0.056
H -6.13 -1.09 0.54 0.061
H -3.13 -3.20 -0.83 0.085
H -2.55 -5.05 -0.74 0.087
H -2.09 -5.70 0.81 0.107
H -0.48 -6.28 -1.72 0.083
H -1.87 -7.26 -1.24 0.061
H -0.45 -7.19 -0.21 0.049
H 2.79 -3.16 1.36 0.081
H 2.70 3.24 1.38 0.088
H -2.91 3.17 -1.49 0.098
H 1.94 5.29 1.33 0.097
H 0.85 6.30 0.42 0.095
H 3.12 4.63 -0.79 0.068
H 3.15 6.39 -0.56 0.057
H 2.02 5.65 -1.72 0.076
H -1.82 5.10 -2.01 0.112
H -0.75 6.21 -1.18 0.098
H -3.28 4.97 0.05 0.055
H -3.12 6.65 -0.52 0.059
H -2.18 6.08 0.88 0.070
H 5.38 -1.06 3.19 0.093
H 4.67 -2.45 2.39 0.095
H 3.51 -1.12 4.89 0.067
H 4.42 -2.65 4.88 0.055
H 2.84 -2.53 4.08 0.065
H 4.77 1.13 3.86 0.092
H 3.76 2.48 3.39 0.100
H 6.21 1.45 1.86 0.066
H 6.11 2.98 2.76 0.056
H 5.15 2.74 1.28 0.063
H 2.41 -5.02 0.94 0.089
H 1.36 -6.13 0.10 0.090
H 0.96 -5.16 2.98 0.074
H 1.57 -6.76 2.51 0.061
H -0.10 -6.30 2.14 0.059
N 2.49 0.07 -1.91 0.005
C 2.53 0.91 -3.10 -0.179
C 1.28 1.79 -3.17 -0.690
O 1.33 2.81 -3.87 -0.027
O 0.28 1.36 -2.53 -0.182
H 2.69 0.59 -1.07 0.056
H 3.14 -0.70 -1.95 0.086
H 2.51 0.28 -3.99 0.102
H 3.41 1.56 -3.16 0.103
I -0.66 -0.90 -4.60 0.625
C 0.07 -1.51 -2.64 -0.663
H 1.07 -1.87 -2.86 -0.045
H -0.57 -2.37 -2.48 -0.064
```

Its HOMO energy (spin up / spin down) is 0.46 / -0.97 eV. The spin multiplicity is 5. The LUMO energy (spin up / spin down) is 4.352 / 4.334 eV. The expectation value of S² is 6.109. The calculation puts the energy relative to the best compared isomer or geometry (same formula, charge and spin) at 144.0 kJ/mol. The charge is -2.

---

# 2
Below is a molecular structure, C39H50F5KN7O3P, with properties calculated with wB97M-V/def2-TZVPD.

```
106
Properties=species:S:1:pos:R:3:lowdin_charge:R:1
K 0.26 0.29 -1.74 0.574
O 1.32 5.61 -1.81 0.002
C 1.09 4.45 -1.45 -0.479
N 1.76 3.32 -1.69 0.141
C 3.06 3.40 -2.06 -0.468
O 3.91 4.23 -1.74 0.017
C 3.52 2.21 -2.90 -0.187
C 4.69 2.34 -3.64 -0.024
C 5.10 1.29 -4.44 -0.091
C 4.33 0.13 -4.46 -0.071
C 3.19 0.08 -3.67 -0.126
N 2.79 1.10 -2.91 0.098
C -0.24 4.21 -0.74 -0.178
C -1.09 5.31 -0.56 -0.019
C -2.29 5.14 0.11 -0.087
C -2.61 3.87 0.58 -0.083
C -1.71 2.85 0.35 -0.160
N -0.55 3.00 -0.29 0.128
H 5.25 3.27 -3.56 0.104
H 6.00 1.36 -5.04 0.091
H 4.60 -0.72 -5.07 0.093
H 2.57 -0.81 -3.65 0.097
H -0.76 6.26 -0.95 0.104
H -2.96 5.97 0.26 0.093
H -3.54 3.68 1.10 0.088
H -1.94 1.84 0.68 0.075
N -4.35 0.17 -3.35 0.100
C -4.45 1.54 -3.30 -0.099
C -3.38 1.96 -2.57 -0.128
N -2.63 0.89 -2.19 0.108
C -3.22 -0.17 -2.67 -0.292
C -2.73 -1.52 -2.47 -0.304
N -1.59 -1.76 -1.89 0.081
C -1.43 -3.11 -1.89 -0.124
C -2.49 -3.71 -2.50 -0.097
N -3.33 -2.68 -2.87 0.105
H -4.90 -0.43 -3.93 0.143
H -5.24 2.07 -3.81 0.096
H -3.09 2.97 -2.31 0.097
H -0.53 -3.56 -1.48 0.103
H -2.72 -4.73 -2.73 0.096
H -4.17 -2.77 -3.41 0.141
C 1.77 -4.45 3.41 -0.211
C 0.32 -4.51 2.90 -0.197
C 0.00 -3.32 1.97 -0.224
C 0.69 -2.05 2.46 -0.441
C 2.22 -2.21 2.34 -0.191
C 2.65 -3.68 2.42 -0.203
P -0.03 -0.61 1.50 1.137
C -1.61 -0.26 2.49 -0.437
C -2.81 -0.50 1.57 -0.242
C -4.08 0.19 2.11 -0.193
C -4.09 0.22 3.64 -0.213
C -3.37 -1.01 4.18 -0.209
C -1.87 -0.96 3.84 -0.202
C 0.95 0.87 2.05 -0.430
C 1.21 1.04 3.58 -0.186
C 2.69 1.25 3.92 -0.215
C 3.30 2.44 3.16 -0.197
C 2.76 2.53 1.72 -0.181
C 2.22 1.18 1.24 -0.211
H 2.16 -5.46 3.58 0.093
H 1.81 -3.94 4.38 0.103
H -0.37 -4.50 3.75 0.095
H 0.15 -5.45 2.36 0.100
H -1.09 -3.19 1.91 0.095
H 0.34 -3.51 0.95 0.102
H 0.45 -1.92 3.52 0.084
H 2.68 -1.67 3.18 0.096
H 2.55 -1.77 1.40 0.074
H 3.70 -3.74 2.69 0.104
H 2.55 -4.14 1.43 0.093
H -1.56 0.82 2.69 0.094
H -2.97 -1.58 1.48 0.108
H -2.60 -0.16 0.55 0.068
H -4.96 -0.33 1.73 0.103
H -4.13 1.21 1.72 0.090
H -5.12 0.27 4.02 0.096
H -3.58 1.11 4.01 0.107
H -3.82 -1.90 3.73 0.107
H -3.50 -1.12 5.26 0.098
H -1.48 -1.98 3.83 0.082
H -1.33 -0.43 4.63 0.103
H 0.26 1.67 1.76 0.065
H 0.84 0.18 4.14 0.081
H 0.64 1.91 3.95 0.111
H 3.23 0.35 3.65 0.087
H 2.81 1.38 5.00 0.098
H 4.39 2.32 3.15 0.098
H 3.10 3.37 3.69 0.096
H 3.53 2.90 1.04 0.106
H 1.94 3.25 1.66 0.109
H 2.97 0.39 1.33 0.106
H 1.98 1.24 0.18 0.066
C 2.54 -2.32 -1.14 -0.411
O 1.79 -1.37 -0.55 -0.519
H 3.64 -2.10 -1.20 0.054
H 2.25 -2.57 -2.19 0.045
H 2.50 -3.33 -0.63 0.036
F -2.09 -0.21 -5.38 -0.116
C -0.76 -0.76 -5.45 -0.209
F -0.91 -1.96 -4.67 -0.106
C -0.75 -1.35 -6.85 -0.623
F -0.80 -0.38 -7.80 0.079
F -1.78 -2.21 -7.18 0.056
F 0.38 -2.06 -7.07 0.085
```

Its HOMO energy is -1.76 eV. The LUMO energy is 3.680 eV. The calculation puts the energy relative to the best compared isomer or geometry (same formula, charge and spin) at 72.6 kJ/mol. The charge is -2.

---

Which formula does entry 2 have? C39H50F5KN7O3P